DFT (ωB97M-V/def2-TZVPD) results for a molecular structure, C50H61BN9OPS3W.

Each line ends with the Löwdin charge.
Atoms and positions in Å:
W: -1.3880 -0.4600 -1.2546  1.027
C: -2.9436 -1.5382 3.7404  -0.010
C: -1.7319 -0.7661 3.3354  -0.201
C: -0.9929 0.0065 4.2021  0.116
C: 0.1518 0.7144 3.7703  -0.153
N: 0.5679 0.6122 2.5187  0.217
N: -0.1300 -0.1457 1.6938  -0.014
B: 0.4076 -0.5227 0.3022  -0.699
N: 0.9073 -2.0215 0.4413  -0.054
N: 1.3581 -2.4117 1.6262  0.208
C: 1.8811 -3.6128 1.7309  -0.164
C: 1.9648 -4.4614 0.5990  0.119
C: 1.4846 -4.0673 -0.6246  -0.201
C: 1.5405 -4.9042 -1.8579  -0.014
C: 0.9161 -2.7780 -0.6438  -0.513
S: 0.2948 -1.9951 -2.0700  0.802
C: 2.4119 -4.0474 3.0827  -0.541
C: 3.8802 -4.4755 2.9317  -0.013
C: 1.5642 -5.2410 3.5548  -0.017
C: 2.3158 -2.9147 4.1064  -0.046
N: 1.6585 0.2656 -0.1515  0.006
N: 2.7478 0.0150 0.5537  0.214
C: 3.8948 0.5437 0.1647  -0.139
C: 3.9445 1.3733 -0.9758  0.130
C: 2.8182 1.6120 -1.7293  -0.199
C: 2.8300 2.4338 -2.9754  -0.013
C: 1.6454 0.9926 -1.2657  -0.484
S: 0.1210 1.1233 -2.1158  0.770
C: 5.1145 0.1645 0.9876  -0.531
C: 5.3378 -1.3510 0.8080  -0.020
C: 6.3596 0.9237 0.5287  -0.039
C: 4.8312 0.4785 2.4648  -0.027
C: -1.2479 -0.7883 2.0184  -0.482
S: -1.9736 -1.6853 0.6997  0.917
C: 0.9731 1.5515 4.7350  -0.536
C: 1.8585 0.5694 5.5255  -0.010
C: 0.0451 2.3018 5.7022  -0.030
C: 1.8508 2.5658 3.9935  -0.036
H: -3.2866 -1.2302 4.7259  0.105
H: -2.7135 -2.6063 3.7807  0.111
H: -3.7587 -1.4038 3.0275  0.085
H: -1.2959 0.0841 5.2403  0.144
H: 2.4229 -5.4378 0.7066  0.144
H: 2.0998 -5.8201 -1.6789  0.105
H: 2.0210 -4.3613 -2.6757  0.097
H: 0.5323 -5.1721 -2.1838  0.101
H: 4.0003 -5.3243 2.2559  0.091
H: 4.2619 -4.7859 3.9050  0.108
H: 4.5054 -3.6504 2.5719  0.078
H: 1.6262 -6.0882 2.8670  0.092
H: 0.5119 -4.9636 3.6706  0.093
H: 1.9309 -5.5818 4.5237  0.106
H: 2.8770 -2.0397 3.7820  0.062
H: 2.7304 -3.2536 5.0565  0.107
H: 1.2789 -2.6136 4.2782  0.078
H: 4.8886 1.8132 -1.2699  0.137
H: 3.7890 2.9326 -3.0951  0.105
H: 2.0442 3.1927 -2.9585  0.089
H: 2.6607 1.8004 -3.8511  0.108
H: 5.5746 -1.6026 -0.2287  0.099
H: 4.4545 -1.9122 1.1196  0.055
H: 6.1794 -1.6656 1.4266  0.106
H: 6.6427 0.6739 -0.4974  0.098
H: 7.1998 0.6479 1.1653  0.107
H: 6.2348 2.0071 0.6134  0.102
H: 3.9488 -0.0594 2.8167  0.055
H: 4.6810 1.5499 2.6234  0.091
H: 5.6878 0.1709 3.0665  0.107
H: 1.2595 -0.1676 6.0678  0.097
H: 2.4468 1.1250 6.2588  0.109
H: 2.5474 0.0383 4.8641  0.068
H: -0.4421 1.6382 6.4198  0.089
H: -0.7229 2.8718 5.1702  0.095
H: 0.6361 3.0108 6.2827  0.106
H: 2.4746 2.0924 3.2360  0.052
H: 2.5060 3.0608 4.7111  0.105
H: 1.2419 3.3414 3.5183  0.087
O: -2.3716 -3.2933 -1.5384  -0.128
N: -2.7736 -2.0488 -1.9916  -0.226
C: -3.8632 -2.0816 -2.6839  -0.023
C: -4.6092 -1.0686 -3.3859  -0.188
C: -5.8022 -1.5492 -3.9527  0.018
C: -6.6038 -0.7397 -4.7365  0.002
C: -6.2046 0.5607 -4.9939  0.017
C: -5.0189 1.0498 -4.4499  -0.053
C: -4.2236 0.2648 -3.6276  -0.275
P: -2.6486 1.0086 -3.1152  1.008
C: -1.7384 1.0596 -4.6726  -0.405
C: -1.7076 2.1801 -5.4987  -0.065
C: -1.0906 2.0951 -6.7408  -0.028
C: -0.5151 0.9040 -7.1581  -0.023
C: -0.5572 -0.2195 -6.3379  -0.039
C: -1.1658 -0.1424 -5.0986  -0.123
C: -3.0497 2.6875 -2.5713  -0.367
C: -2.0732 3.6908 -2.6134  -0.132
C: -2.3801 4.9784 -2.2011  -0.044
C: -3.6603 5.2818 -1.7521  -0.031
C: -4.6311 4.2907 -1.7040  -0.042
C: -4.3290 2.9974 -2.1048  -0.098
H: -2.9695 -3.9695 -1.8806  0.123
H: -4.3190 -3.0694 -2.7737  0.153
H: -6.0992 -2.5778 -3.7810  0.134
H: -7.5209 -1.1293 -5.1594  0.138
H: -6.8054 1.2023 -5.6252  0.138
H: -4.7217 2.0639 -4.6840  0.124
H: -2.1794 3.1083 -5.2068  0.111
H: -1.0736 2.9634 -7.3882  0.128
H: -0.0412 0.8445 -8.1295  0.129
H: -0.1240 -1.1536 -6.6729  0.124
H: -1.2033 -1.0281 -4.4721  0.071
H: -1.0828 3.4802 -2.9982  0.082
H: -1.6289 5.7570 -2.2632  0.127
H: -3.9063 6.2957 -1.4612  0.128
H: -5.6355 4.5288 -1.3728  0.127
H: -5.1047 2.2429 -2.0740  0.112
C: -0.5552 3.0630 0.3119  0.013
C: -1.8444 2.3327 0.4456  -0.330
N: -2.2012 1.1242 -0.0012  -0.142
C: -3.5294 0.9269 0.3910  -0.160
C: -3.9540 2.0070 1.0779  -0.020
N: -2.8860 2.8669 1.1013  0.166
H: -0.2878 3.1909 -0.7366  0.037
H: 0.2580 2.5518 0.8320  0.076
H: -0.6604 4.0553 0.7503  0.110
H: -4.0752 0.0286 0.1645  0.098
H: -4.9015 2.2346 1.5419  0.149
H: -2.8777 3.7814 1.5267  0.186

Relative energy (zero: lowest compared OMol25 entry of this formula, charge and spin), eV: 0.0000
Net charge: +4
Orbital gap (spin up / spin down), eV: 5.740 / 5.732
LUMO level (spin up / spin down), eV: -12.5 / -12.5

---

DFT (ωB97M-V/def2-TZVPD) results for a molecular structure, C50H63Cl2CsN7O4Te at a distorted geometry.

Each line ends with the Löwdin charge.
Atoms and positions in Å:
Cs: 1.7643 -1.2063 -3.0859  1.052
C: -8.0337 -1.5724 -1.2365  -0.091
C: -7.0395 -0.5845 -0.6926  -0.339
C: -6.8383 0.7397 -0.9946  -0.079
C: -6.0117 1.5372 -0.2122  -0.065
C: -5.2342 1.0664 0.8606  -0.327
N: -4.5146 1.6994 1.7327  0.086
C: -4.7358 3.0272 2.0051  -0.256
C: -5.9796 3.4915 2.2924  -0.060
C: -6.2064 4.7571 2.7487  -0.065
C: -5.1504 5.6627 2.9899  -0.298
C: -5.4393 7.0834 3.4183  -0.085
C: -3.8508 5.2071 2.7486  -0.001
C: -3.6542 3.8627 2.3982  -0.084
N: -2.2643 3.3945 2.2344  -0.050
C: -1.5683 2.6058 1.3058  -0.041
C: -0.2106 2.8061 1.4704  -0.072
C: -0.1374 3.5980 2.6375  -0.199
N: -1.3323 3.9859 3.0451  0.034
C: -5.2200 -0.3369 0.9098  -0.116
C: -6.1079 -1.1306 0.1827  -0.031
N: -4.4956 -1.1229 1.8856  -0.064
C: -3.9854 -0.8102 3.0987  -0.042
C: -3.4491 -2.0226 3.6266  -0.064
C: -3.7090 -2.9584 2.5982  -0.186
N: -4.2948 -2.4369 1.5422  0.026
H: -9.0712 -1.4183 -0.7714  0.084
H: -7.7064 -2.6109 -1.1567  0.057
H: -8.2283 -1.4376 -2.3705  0.087
H: -7.5056 1.1498 -1.8092  0.120
H: -5.9618 2.6057 -0.3974  0.101
H: -6.7774 2.8798 1.9281  0.107
H: -7.2079 5.0596 3.0052  0.094
H: -6.4149 7.2041 3.7702  0.030
H: -5.2953 7.8779 2.6197  0.084
H: -4.6606 7.3679 4.2160  0.092
H: -3.0457 5.8323 3.1122  0.099
H: -2.0595 1.9726 0.6220  0.075
H: 0.7255 2.4133 1.0503  0.087
H: 0.7469 3.9312 3.2203  0.099
H: -6.1558 -2.2206 0.2806  0.105
H: -4.0941 0.1258 3.6050  0.102
H: -2.9878 -2.2227 4.5514  0.058
H: -3.3826 -3.9897 2.6424  0.093
C: 2.8108 1.9062 -4.6755  -0.142
N: 1.4066 1.8039 -4.4764  -0.337
C: 0.7003 1.5959 -5.7123  -0.100
C: 0.9472 2.8303 -3.5852  -0.146
C: -0.5788 2.6354 -3.2653  -0.164
C: -1.5861 3.5911 -3.7304  -0.051
C: -2.9430 3.5635 -3.4322  -0.103
C: -3.3611 2.5825 -2.5136  -0.082
C: -2.4159 1.6317 -2.0633  -0.064
C: -1.0489 1.6613 -2.4356  -0.042
H: 3.1812 2.7756 -5.2280  0.083
H: 3.1359 1.0132 -5.2635  0.080
H: 3.2223 1.7800 -3.6732  0.056
H: 0.6432 2.5756 -6.2977  0.099
H: -0.2993 1.2642 -5.5342  0.071
H: 1.2403 0.8702 -6.3352  0.058
H: 1.0480 3.8278 -4.1320  0.127
H: 1.5284 2.8757 -2.6518  0.122
H: -1.2257 4.1955 -4.5322  0.079
H: -3.7043 4.2675 -3.8518  0.106
H: -4.4560 2.5616 -2.1495  0.107
H: -2.8628 0.8547 -1.4087  0.094
O: 4.0848 1.4591 -1.5333  -0.108
H: 3.4052 0.8877 -1.1302  -0.066
H: 3.7251 2.2791 -1.2664  -0.005
O: 1.6191 -5.6541 -3.2836  -0.114
H: 2.1828 -4.9671 -3.7682  0.034
H: 0.7732 -5.3018 -2.9681  0.013
O: 1.9223 0.1189 -0.8599  -0.710
H: 1.5315 0.8104 -0.3476  -0.106
H: -0.4794 0.9647 -2.0222  0.038
Cl: -3.9108 -2.1837 -2.7642  0.441
C: -3.1814 -2.4395 -1.0929  -0.919
Cl: -1.6736 -3.3412 -1.4058  0.514
H: -3.8781 -2.9196 -0.5197  -0.044
H: -2.9071 -1.4427 -0.7758  0.010
C: 1.5508 -3.8307 -6.9489  -0.035
C: 2.3297 -2.8053 -5.9817  -0.785
O: 2.7982 -3.2429 -4.8651  -0.319
N: 2.3316 -1.5508 -6.4239  0.086
Te: 4.7307 -1.9839 -0.2315  1.472
C: 4.9548 -0.5774 1.4098  -0.369
C: 6.1632 0.0514 1.4630  -0.360
C: 7.3995 -0.2240 0.6608  -0.132
C: 6.3619 0.9153 2.5431  -0.047
C: 5.3745 1.4951 3.3308  -0.270
C: 5.7199 2.5215 4.3776  -0.047
C: 4.1051 1.0102 3.0156  -0.005
C: 3.8619 -0.0938 2.1687  -0.237
C: 2.4935 -0.7104 1.9975  -0.060
C: 4.1911 -3.5610 1.0406  -0.405
C: 5.1057 -4.0289 2.0320  -0.285
C: 6.4609 -3.4220 2.2293  -0.085
C: 4.6229 -4.9327 2.9366  -0.072
C: 3.4021 -5.5024 2.8715  -0.251
C: 3.1839 -6.7405 3.7333  -0.048
C: 2.5250 -5.1319 1.8007  -0.002
C: 2.8250 -4.0223 1.0663  -0.311
C: 1.8509 -3.4669 0.0656  -0.114
H: 2.1902 -4.0639 -7.7779  0.042
H: 0.6471 -3.1868 -7.2124  0.080
H: 1.3430 -4.6510 -6.3663  0.013
H: 7.5540 0.4802 -0.2774  0.121
H: 7.4438 -1.1843 0.1811  -0.019
H: 8.4783 -0.3957 1.1083  0.109
H: 7.3815 1.2971 2.5582  0.106
H: 5.1801 2.3746 5.2885  0.066
H: 5.5716 3.4908 3.9114  0.082
H: 6.7617 2.3821 4.6052  0.063
H: 3.3400 1.5122 3.5915  0.109
H: 1.7230 -0.1515 2.4802  0.075
H: 2.5642 -1.7146 2.4145  0.079
H: 2.3245 -0.7720 0.9135  0.009
H: 7.0890 -3.2964 1.3436  0.056
H: 7.0951 -4.0990 2.8086  0.072
H: 6.4646 -2.4045 2.6744  0.086
H: 5.1189 -5.1320 3.8137  0.094
H: 3.2975 -6.5422 4.7599  0.051
H: 3.8916 -7.4688 3.4264  0.063
H: 2.1091 -7.0502 3.5662  0.093
H: 1.5258 -5.5709 1.6098  0.123
H: 2.2945 -3.1899 -0.9205  -0.001
H: 1.4573 -2.4823 0.3460  0.063
H: 0.9961 -4.1439 -0.0805  0.061

Net charge: -2
Orbital gap, eV: 5.523
<S²>: 0.759
LUMO level, eV: 3.4
Spin multiplicity: 2

---

DFT (ωB97M-V/def2-TZVPD) results for 8 unconnected molecules or ions with the total composition C50H66Br2F2NO27P3S at a distorted geometry.

Each line ends with the Löwdin charge.
Atoms and positions in Å:
C: 6.9094 -0.8166 2.4101  -0.075
C: 6.1997 0.5933 2.4517  -0.280
O: 6.5622 1.4490 1.3326  -0.248
P: 5.4471 1.3734 0.1023  0.599
O: 4.8954 -0.0203 0.0657  -0.335
C: 4.0379 2.5907 0.3951  -0.208
C: 4.2843 3.9543 -0.3491  -0.214
C: 3.0360 4.9488 -0.2801  -0.173
C: 1.6742 4.2158 -0.5936  -0.150
C: 1.4624 3.6543 -1.9527  -0.133
C: 2.5504 3.7896 -3.0958  -0.092
C: 3.2015 2.3809 -3.3956  -0.710
O: 3.9393 2.2875 -4.3320  0.021
Br: 2.8617 0.7517 -2.3581  0.912
C: 0.2325 2.9166 -2.3281  -0.167
C: -0.0424 2.3080 -3.7363  -0.054
C: -0.2265 0.7476 -3.7460  -0.461
O: -0.4683 0.1482 -4.7392  0.143
F: -0.1616 -0.0127 -2.5767  -0.007
C: -0.8006 2.7974 -1.3043  -0.318
C: -0.6529 3.3689 0.0504  -0.190
C: 0.6000 4.0759 0.4227  -0.217
P: 0.8850 4.8278 2.1186  0.918
C: -0.3657 6.2214 2.2902  -0.278
O: 0.5294 3.5567 3.1979  -0.344
N: -1.6974 3.2670 1.0184  0.073
C: -2.2656 1.9521 1.1379  -0.205
C: -2.4616 1.4137 2.4695  -0.025
C: -3.0811 0.0884 2.7359  -0.398
P: -3.2289 -0.3771 4.5081  0.887
C: -4.4672 0.6344 5.4531  -0.298
C: -3.2639 -2.1951 4.8818  -0.356
C: -3.4953 -0.6550 1.5447  -0.528
Br: -4.3824 -2.3792 1.7340  0.792
C: -3.2849 -0.1758 0.1523  -0.239
C: -3.6760 -0.9733 -1.1219  -0.199
C: -4.8282 -0.2973 -1.9678  -0.171
C: -6.0149 0.0971 -0.9986  -0.169
F: -7.2091 0.0680 -1.7736  -0.096
C: -2.6742 1.1326 -0.0238  -0.328
S: -2.3715 1.9185 -1.6455  1.028
O: 6.1931 1.8287 -1.3106  -0.244
C: 6.5502 0.7041 -2.1476  -0.285
C: 7.6700 -0.2163 -1.5098  -0.077
H: 7.6468 -0.8751 1.5615  0.073
H: 7.5157 -0.9050 3.3485  0.069
H: 6.1718 -1.6543 2.3699  0.079
H: 6.5245 1.1422 3.3831  0.118
H: 5.0789 0.5022 2.5465  0.111
H: 3.1177 2.0402 0.0733  0.051
H: 3.9554 2.7003 1.5182  0.109
H: 5.1656 4.4734 0.1279  0.124
H: 4.5724 3.7602 -1.4111  0.078
H: 3.1806 5.8273 -0.9748  0.118
H: 3.0590 5.3753 0.7541  0.057
H: 2.0162 4.0821 -4.0359  0.122
H: 3.3254 4.5576 -2.8532  0.115
H: -1.0248 2.7304 -4.0999  0.115
H: 0.7383 2.5933 -4.4801  0.119
H: -0.6787 6.5988 1.2740  0.053
H: -1.3077 5.9450 2.8345  0.025
H: 0.1342 7.0823 2.8050  0.033
H: 0.2590 3.8984 4.0691  0.050
H: -1.4444 3.6685 1.9203  0.083
H: -2.1427 2.0324 3.3453  0.100
H: -4.5210 0.3106 6.5301  0.046
H: -5.4881 0.7252 5.0036  0.037
H: -4.0563 1.6853 5.4957  0.017
H: -3.2356 -2.3324 6.0009  0.049
H: -4.2443 -2.6609 4.5642  0.001
H: -2.4254 -2.7724 4.4222  0.043
H: -2.7620 -0.9847 -1.7912  0.110
H: -3.8975 -2.0594 -0.9311  0.080
H: -4.4834 0.5684 -2.5850  0.074
H: -5.2498 -1.0549 -2.6847  0.120
H: -5.8211 1.1316 -0.6118  0.126
H: -6.0952 -0.6343 -0.1491  0.100
H: 5.6920 0.0267 -2.3846  0.072
H: 6.9021 1.1285 -3.1273  0.127
H: 8.1552 -0.7882 -2.3424  0.063
H: 7.2142 -0.9303 -0.7819  0.064
H: 8.4896 0.3974 -1.0361  0.090
O: 9.4069 -3.8436 -3.9249  0.148
C: 8.3385 -3.6201 -4.4049  -0.558
O: 7.5935 -4.5343 -5.0779  0.068
C: 6.3071 -3.9590 -5.2908  -0.122
C: 6.5862 -2.4842 -5.2212  -0.118
O: 7.7123 -2.4162 -4.3493  0.046
H: 5.9000 -4.2628 -6.2543  0.135
H: 5.6338 -4.2964 -4.4987  0.135
H: 6.8643 -2.0632 -6.1906  0.137
H: 5.7468 -1.9184 -4.8176  0.134
O: 9.7472 -0.6944 -8.6299  0.160
C: 10.4955 -1.1277 -7.8116  -0.557
O: 10.1529 -2.0424 -6.8650  0.055
C: 11.3578 -2.4716 -6.2355  -0.128
C: 12.2931 -1.3223 -6.4803  -0.126
O: 11.8047 -0.7719 -7.7018  0.062
H: 11.1955 -2.6604 -5.1753  0.120
H: 11.6956 -3.3950 -6.7127  0.139
H: 12.2332 -0.5596 -5.6997  0.135
H: 13.3296 -1.6413 -6.5836  0.134
O: -4.6517 4.0302 -3.4780  0.160
C: -4.2588 3.9885 -4.5981  -0.556
O: -2.9492 4.1104 -4.9617  0.035
C: -2.8615 3.7790 -6.3456  -0.133
C: -4.2554 4.0461 -6.8424  -0.128
O: -5.0550 3.8126 -5.6871  0.067
H: -2.1138 4.3940 -6.8456  0.135
H: -2.5771 2.7273 -6.4401  0.135
H: -4.3941 5.0812 -7.1650  0.134
H: -4.5437 3.3807 -7.6553  0.135
O: -6.8450 -0.3485 6.9723  0.145
C: -7.9098 -0.0938 6.5071  -0.555
O: -8.7138 -0.9975 5.8875  0.068
C: -9.9756 -0.3706 5.6778  -0.128
C: -9.6268 1.0918 5.6801  -0.130
O: -8.4801 1.1425 6.5245  0.055
H: -10.4182 -0.6937 4.7364  0.136
H: -10.6459 -0.6431 6.4970  0.135
H: -9.3517 1.4585 4.6878  0.135
H: -10.4293 1.7128 6.0765  0.133
O: -4.3459 -7.7037 5.7226  0.152
C: -4.1816 -7.1544 4.6778  -0.561
O: -4.4572 -7.7074 3.4674  0.062
C: -4.3463 -6.6711 2.4900  -0.122
C: -3.4315 -5.6840 3.1553  -0.140
O: -3.6925 -5.8923 4.5429  0.052
H: -3.9373 -7.0585 1.5532  0.088
H: -5.3412 -6.2574 2.2992  0.139
H: -2.3763 -5.8931 2.9591  0.140
H: -3.6472 -4.6549 2.8691  0.032
O: -2.5438 5.0449 4.9595  0.143
C: -3.2701 5.0161 5.9055  -0.548
O: -4.2068 4.0558 6.1248  0.044
C: -4.6995 4.2390 7.4498  -0.123
C: -4.4121 5.6904 7.7141  -0.125
O: -3.2676 5.9392 6.9020  0.068
H: -5.7621 4.0053 7.5047  0.137
H: -4.1551 3.5736 8.1244  0.139
H: -5.2251 6.3448 7.3895  0.135
H: -4.1954 5.8895 8.7628  0.136
O: -3.5796 -7.5915 -0.2058  0.144
C: -3.3875 -8.7505 -0.4154  -0.535
O: -3.6551 -9.3720 -1.5920  0.072
C: -3.0831 -10.6755 -1.5221  -0.125
C: -3.0106 -10.9283 -0.0423  -0.123
O: -2.8738 -9.6160 0.4951  0.072
H: -3.7070 -11.4021 -2.0410  0.135
H: -2.0971 -10.6542 -1.9929  0.135
H: -3.9253 -11.3780 0.3519  0.137
H: -2.1622 -11.5526 0.2347  0.136

Orbital gap, eV: 7.187
LUMO level, eV: 0.3
Structure (SMILES): CCOP(=O)(CCCc1c(CC(=O)Br)c(CC(=O)F)c2c(c1P(C)O)Nc1cc(P(C)C)c(Br)c(CCCF)c1S2)OCC.O=C1OCCO1.O=C1OCCO1.O=C1OCCO1.O=C1OCCO1.O=C1OCCO1.O=C1OCCO1.O=C1OCCO1